*P*
A cluster of 2 separate species, C3H7F2O2P in total. Source: OMol25; level of theory: ωB97M-V/def2-TZVPD.

XYZ file:
```
15
Properties=species:S:1:pos:R:3:mulliken_charge:R:1
H -0.50731 3.45838 -0.16735 0.0850
P -0.23592 2.17991 0.39580 0.5063
H 1.48724 0.10941 -1.56584 0.3200
H -0.44291 -0.48047 -1.24866 0.2162
F -3.18928 -1.15826 -0.82421 -0.2703
C 0.59290 0.05196 -0.92923 -0.0514
H -4.02781 -0.93688 0.95946 0.0557
H -0.12442 -0.53282 1.11166 0.3858
H 0.61887 -1.72666 0.35966 0.3441
O 0.19800 1.43456 -0.94382 -0.1910
C -3.44296 -0.28657 0.19810 0.3071
F -4.38161 0.59995 -0.30070 -0.2714
H 1.72526 -0.37418 1.04583 0.3267
C 0.77981 -0.64643 0.49452 -1.1512
O -2.36060 0.28220 0.62820 -0.6116
```

## Properties
Frontier orbital gap (spin up / spin down) = 6.097 / 6.094 eV

*Q*
The molecule C3H7F2O2P. Source: OMol25; level of theory: ωB97M-V/def2-TZVPD.

XYZ file:
```
15
Properties=species:S:1:pos:R:3:mulliken_charge:R:1
F -1.82632 -1.23230 -0.39799 -0.2549
C -1.96145 0.15004 -0.15761 0.3349
F -3.24929 0.29337 0.28925 -0.2254
H 0.87811 0.93040 -1.07386 0.3311
C 1.65048 0.30815 -0.73523 -1.1092
H 2.30784 0.84208 -0.04199 0.3115
H 2.23017 0.06659 -1.58863 0.4022
H 1.74729 -1.69346 0.17233 0.3427
O 0.03860 2.28128 1.25190 -0.6327
H -1.57733 0.66638 -1.09142 0.2102
C 1.05231 -0.95055 -0.20075 -0.1383
H -1.29629 0.11648 2.45109 0.0845
O 0.21470 -0.82200 0.99487 -0.3215
P -0.70088 0.38434 1.26836 0.4794
H 0.49206 -1.34078 -1.14033 0.1855
```

## Properties
Frontier orbital gap = 9.873 eV
SMILES = CCO[P@@H](=O)C(F)F

*R*
A cluster of 2 separate species, C3H7F2O2P in total. Source: OMol25; level of theory: ωB97M-V/def2-TZVPD.

XYZ file:
```
15
Properties=species:S:1:pos:R:3:mulliken_charge:R:1
F 2.36470 0.39920 2.15587 -0.2193
O 0.47097 -0.69434 0.14846 -0.2208
H -1.11995 -1.60595 0.68601 0.3420
H -0.72695 -1.01812 -2.37268 0.2529
F 2.52772 1.45544 0.29602 -0.2186
P 0.13404 0.80253 0.69984 0.3561
C -1.33363 -0.90720 -1.47666 -1.0085
H -2.23307 -1.50024 -1.59308 0.3474
O -0.96029 0.81242 1.68899 -0.5964
C 1.78589 1.36839 1.35199 0.3521
H -0.28111 -2.50965 -0.43188 0.3358
H -1.71345 0.05664 -1.26298 0.4005
H -0.06047 2.39865 -1.34007 0.0525
C -0.58551 -1.49162 -0.27507 -0.4065
H 1.73112 2.43383 1.72523 0.2306
```

## Properties
Frontier orbital gap (spin up / spin down) = 9.167 / 8.325 eV

Least stable: *Q*

*P*
A cluster of 2 separate species, CH2INS in total. Source: OMol25; level of theory: ωB97M-V/def2-TZVPD.

XYZ file:
```
6
Properties=species:S:1:pos:R:3:mulliken_charge:R:1
N -1.24496 -0.81781 0.18435 -0.3295
C -0.44937 -1.59312 0.03610 0.0850
H 0.15344 2.46040 0.78575 0.1605
H -0.27117 1.16612 -0.97960 0.1208
I 1.44526 -2.58671 0.05115 0.2843
S 0.36680 1.37112 -0.07774 -0.3210
```

## Properties
Frontier orbital gap = 8.188 eV
SMILES = N#CI.S

*Q*
A cluster of 2 separate species, CH2INS in total. Source: OMol25; level of theory: ωB97M-V/def2-TZVPD.

XYZ file:
```
6
Properties=species:S:1:pos:R:3:mulliken_charge:R:1
N -0.11004 -1.57526 0.34927 -0.3915
S -1.84142 0.56038 0.49839 -0.3028
I 1.72929 1.46720 -0.84106 -0.0840
C -0.77480 -0.56392 0.39342 0.3696
H 0.11688 1.85669 -1.04386 0.0868
H 0.88008 -1.74509 0.64384 0.3218
```

## Properties
Frontier orbital gap = 9.955 eV
SMILES = N=C=S.I

*R*
A structure of composition CH2INS. Source: OMol25; level of theory: ωB97M-V/def2-TZVPD.

XYZ file:
```
6
Properties=species:S:1:pos:R:3:mulliken_charge:R:1
H 0.37699 0.24455 0.66869 -0.0782
I -1.25629 -0.70488 1.53671 0.2712
S -2.56694 -0.26916 -0.28072 -0.3620
C 0.99966 0.25956 -0.47050 0.2117
N 0.41148 -0.10239 -1.45461 -0.3074
H 2.03510 0.57232 0.00042 0.2648
```

## Properties
Frontier orbital gap (spin up / spin down) = 6.130 / 6.119 eV

Least stable: *R*

*P*
A cluster of 3 separate species, CH10N3O2 in total. Source: OMol25; level of theory: ωB97M-V/def2-TZVPD.

XYZ file:
```
16
Properties=species:S:1:pos:R:3:lowdin_spin:R:1
O 2.20296 0.95180 3.41950 0.0004
H -1.68647 -0.56918 0.59915 0.0089
H 1.46563 2.37222 1.00565 -0.0004
H 0.21813 -1.11762 -2.93572 0.0072
C -1.15267 -0.65649 -1.29256 0.0420
N -0.99630 -0.28044 -0.04261 0.4019
N 0.03312 -0.71652 -1.97389 0.5408
H 1.85414 0.48175 4.20972 0.0000
H 0.83772 -0.31226 -1.52081 0.0072
H 3.17055 0.98091 3.57301 0.0000
N -2.30320 -1.13997 -1.89214 -0.0652
H -3.16776 -1.22801 -1.34202 -0.0014
H -0.18709 0.27389 0.23364 0.0036
H -2.08162 -1.53870 -2.82648 -0.0014
O 1.26338 1.38208 0.67035 0.0555
H 1.62671 0.88345 1.40091 0.0008
```

## Properties
Frontier orbital gap (spin up / spin down) = 8.703 / 2.803 eV
2S+1 = 2
Total charge = +2

*Q*
A cluster of 3 separate species, CH10N3O2 in total. Source: OMol25; level of theory: ωB97M-V/def2-TZVPD.

XYZ file:
```
16
Properties=species:S:1:pos:R:3:lowdin_spin:R:1
H 3.92170 1.25487 -2.12667 0.0003
H -3.48959 -0.81663 1.17323 0.0009
H -2.45745 1.15036 0.49735 0.0031
H 1.16092 1.62350 -0.35521 -0.0003
H -0.83788 1.03094 -0.15882 0.0036
O 1.15061 0.72419 -0.76330 0.1876
H 0.57160 -0.72989 0.71885 0.0023
C -1.45821 -0.49940 1.07074 0.0168
N -0.27271 -1.07912 1.17453 0.3207
H 3.70785 -0.15310 -2.74034 0.0019
H -0.27303 -2.09378 1.26505 0.0058
N -2.58049 -1.10059 1.49443 0.0471
H 1.72002 0.80017 -1.55168 -0.0040
O 3.28028 0.69813 -2.60919 0.2723
H -2.59479 -1.53456 2.40929 0.0000
N -1.54883 0.72491 0.50172 0.1418
```

## Properties
Frontier orbital gap (spin up / spin down) = 12.869 / 3.097 eV
2S+1 = 2
Total charge = +2

Least stable: *P*

*P*
A cluster of 2 separate species, CH8NO in total. Source: OMol25; level of theory: ωB97M-V/def2-TZVPD.

XYZ file:
```
11
Properties=species:S:1:pos:R:3:mulliken_charge:R:1
H -0.62292 -2.57368 0.34508 0.2244
H 0.96664 -1.50589 0.81594 0.2909
H 0.24797 -1.97989 -1.16374 0.2164
H -0.88940 -0.37950 1.00379 0.3065
H 0.28641 1.57552 -1.21787 0.3787
C 0.13902 -1.82727 0.04017 -0.4406
H 1.17815 2.58636 -0.14464 0.3935
H -0.49422 2.45459 -0.01222 0.3861
N 0.37504 1.93923 -0.23533 -0.5034
O -0.57456 -0.49082 0.16962 -0.5996
H 0.46448 1.13802 0.42302 0.3471
```

## Properties
Frontier orbital gap = 10.959 eV
Total charge = +1

*Q*
A cluster of 2 separate species, CH8NO in total. Source: OMol25; level of theory: ωB97M-V/def2-TZVPD.

XYZ file:
```
11
Properties=species:S:1:pos:R:3:mulliken_charge:R:1
H 1.43934 1.27820 -0.67521 0.3974
H 0.14975 0.73139 0.24025 0.3931
O -0.83716 -0.12246 -0.33661 -0.5801
H -0.36175 -1.78782 -1.24448 0.2388
N 0.99881 1.42578 0.29320 -0.5913
H 1.71846 1.30423 1.05013 0.3789
H -1.81262 0.08065 -0.40469 0.3397
C -0.65038 -1.58491 -0.18496 -0.4694
H -1.49041 -2.12688 0.29555 0.3022
H 0.62927 2.38083 0.36671 0.3782
H 0.21667 -1.57901 0.60010 0.2125
```

## Properties
Frontier orbital gap = 12.124 eV
Total charge = +1

Least stable: *P*

*P*
The molecule C7H17N. Source: OMol25; level of theory: ωB97M-V/def2-TZVPD.

XYZ file:
```
25
Properties=species:S:1:pos:R:3:mulliken_charge:R:1
H -1.04627 -0.08979 -1.82295 0.3445
C -0.29555 0.65591 -1.74882 -1.2382
H 2.17252 -0.86438 1.27727 0.2752
H -1.34621 1.70067 1.32186 0.3937
H -1.32901 3.32736 -1.22586 0.2616
H -1.27329 4.06016 0.50877 0.3216
H 1.06177 -2.70888 -0.86712 0.2788
H 0.64169 0.40143 -2.32025 0.3259
H -0.25884 -4.29159 0.98954 0.3302
H -0.69441 1.61310 -2.26877 0.3291
H -2.09598 1.47488 -0.30452 0.3604
H 0.98692 1.70400 -0.38179 0.1429
C 1.01910 -2.46647 0.21658 -0.4383
N 0.25170 -0.18372 0.61356 -0.2789
C 1.40809 -1.00606 0.40522 -0.4506
C -0.21891 -3.16812 0.96196 -1.0284
C -0.90526 3.27345 -0.18156 -1.0476
H -1.09861 -2.67963 0.41292 0.2182
H -0.14461 -2.66716 1.95138 0.3183
H 1.93401 -3.04309 0.69575 0.2666
H -0.66092 -0.68891 0.70208 0.2667
H 2.11610 -0.46948 -0.44726 0.2656
C -1.23017 1.88153 0.23312 -0.5851
C 0.06590 0.99101 -0.25985 0.1036
H 0.21414 3.53985 -0.27593 0.2642
```

## Properties
Frontier orbital gap = 9.255 eV
SMILES = CCCN[C@@H](C)CC

*Q*
A cluster of 2 separate species, C7H17N in total. Source: OMol25; level of theory: ωB97M-V/def2-TZVPD.

XYZ file:
```
25
Properties=species:S:1:pos:R:3:mulliken_charge:R:1
C 0.83541 2.34604 -1.58232 -1.1085
H -0.68968 3.72251 -1.43575 0.3479
H -1.10830 1.77133 1.78925 0.4385
C 0.50381 -2.47945 1.76263 -1.1297
H 1.69029 3.02466 -1.51619 0.3600
H -0.71132 -0.13281 0.29133 -0.1568
C 0.00166 -2.88761 -0.72249 -0.9783
C -0.86464 1.22259 0.86561 -0.0305
C -0.35507 2.91742 -0.80867 -0.4526
H 0.33292 -2.95708 -1.75068 0.3081
H 1.17985 -1.87931 2.35947 0.2754
H -0.67263 -2.02548 -0.68273 0.1606
N 0.08509 0.32817 0.82291 -0.4082
C -1.35937 1.79991 -0.44988 -0.6826
H -0.47434 -2.03995 1.63774 0.2946
H 1.24635 1.52069 -0.98607 0.2383
H -0.01381 3.32101 0.15122 0.3424
H -0.65339 -3.72635 -0.50004 0.3116
H 1.61741 -1.81749 0.11085 0.1911
H 0.63746 2.00966 -2.59239 0.3379
H 1.77940 -3.54239 0.37736 0.3822
H 0.37866 -3.40949 2.30680 0.3896
H -1.24725 0.99438 -1.18152 0.3184
H -2.37617 2.17924 -0.49055 0.3651
C 1.06050 -2.72608 0.34646 -0.1145
```

## Properties
Frontier orbital gap = 10.039 eV
SMILES = [H]/N=C\CCC.CCC

*R*
The molecule C7H17N. Source: OMol25; level of theory: ωB97M-V/def2-TZVPD.

XYZ file:
```
25
Properties=species:S:1:pos:R:3:mulliken_charge:R:1
H 0.75267 -0.55060 -1.44459 0.3768
H 2.41078 1.96832 -1.49834 0.4109
H -1.61567 -0.03168 3.32726 0.2665
H 0.92297 1.95155 -2.41944 0.2648
H 0.14152 -1.59804 0.59942 0.3077
H 1.70797 0.29035 -0.12127 0.1752
C 2.32673 0.55883 -3.16394 -1.1204
H -1.92456 0.38052 0.75831 0.2251
C -1.47074 -1.71274 1.95252 -0.7420
H -0.93033 -2.52771 2.40326 0.4008
H 0.19549 -0.37836 1.90507 0.3008
C -2.22837 -0.86405 2.97265 -1.1169
H 2.30152 -0.51247 -3.04478 0.3569
C 1.68660 1.31749 -1.98203 -0.4227
C -0.23107 1.04330 -0.35270 -0.7864
C 1.00761 0.38047 -0.94813 -0.5305
H -2.18639 -1.98025 1.21714 0.3514
H 1.77735 0.75604 -4.08422 0.2715
H -3.15814 -0.44467 2.57798 0.3248
H -2.57543 -1.36688 3.87702 0.3508
H 3.38592 0.77792 -3.30851 0.2881
H -0.82602 1.58057 -1.08564 0.5251
N -1.09110 0.05414 0.29534 -0.3178
H 0.06128 1.79658 0.39645 0.2675
C -0.44058 -0.88862 1.17118 -0.4281
```

## Properties
Frontier orbital gap = 9.580 eV
SMILES = CCCCNCCC

Least stable: *Q*